(1)
216
Properties=species:S:1:pos:R:3 method="wB97M-V/def2-TZVPD" lumo_energy_ha=0.001 e_homo_ha=-0.3283 max_force_ev_per_a=3.0
C 19.30 16.04 10.68
C 20.59 16.64 10.13
O 21.07 16.28 9.04
N 21.20 17.61 10.87
C 22.41 18.21 10.34
H 19.44 15.04 11.06
H 18.57 16.05 9.88
H 18.92 16.61 11.55
H 20.93 17.73 11.83
H 22.92 17.51 9.66
H 23.05 18.37 11.23
H 22.29 19.15 9.79
C 9.85 18.34 10.05
C 10.61 19.05 11.16
O 10.99 18.48 12.21
N 11.00 20.29 10.86
C 11.67 21.20 11.82
H 9.22 19.03 9.43
H 9.24 17.60 10.54
H 10.60 17.90 9.40
H 10.56 20.75 10.09
H 11.01 21.42 12.64
H 11.80 22.13 11.27
H 12.59 20.70 12.12
C 19.16 19.94 13.97
C 20.17 18.83 14.28
O 20.21 17.82 13.55
N 21.06 19.14 15.24
C 22.02 18.26 15.80
H 19.28 20.76 14.70
H 18.15 19.48 14.03
H 19.39 20.35 12.96
H 21.03 20.07 15.65
H 22.48 17.59 15.05
H 21.58 17.68 16.61
H 22.83 18.85 16.22
C 22.36 10.62 12.56
C 22.67 12.00 11.96
O 23.70 12.35 11.41
N 21.72 12.93 12.31
C 22.05 14.38 12.33
H 21.33 10.41 12.87
H 22.92 10.52 13.44
H 22.75 9.90 11.85
H 20.98 12.50 12.84
H 22.72 14.66 13.17
H 21.15 14.99 12.34
H 22.67 14.64 11.49
C 15.80 13.73 12.80
C 16.14 13.67 14.24
O 15.79 14.57 15.04
N 16.74 12.55 14.64
C 17.16 12.38 16.07
H 16.05 14.74 12.44
H 14.71 13.66 12.71
H 16.27 12.99 12.22
H 17.28 12.04 13.93
H 17.89 13.17 16.27
H 17.55 11.38 16.28
H 16.35 12.58 16.70
C 15.09 11.08 10.09
C 16.52 11.09 10.57
O 16.79 10.79 11.77
N 17.47 11.43 9.65
C 18.85 11.74 10.01
H 14.66 10.09 10.40
H 14.92 11.15 9.02
H 14.45 11.87 10.55
H 17.06 11.63 8.74
H 19.64 11.10 9.68
H 18.85 11.69 11.09
H 19.05 12.81 9.76
C 12.48 16.04 13.84
C 11.82 14.97 13.00
O 12.31 14.54 11.99
N 10.58 14.60 13.41
C 9.81 13.75 12.58
H 11.97 16.11 14.76
H 12.35 17.00 13.26
H 13.55 15.87 13.99
H 10.07 15.34 13.91
H 10.43 13.32 11.79
H 8.91 14.18 12.15
H 9.50 12.85 13.09
C 14.04 16.97 17.72
C 15.04 16.23 18.60
O 15.33 16.72 19.70
N 15.65 15.17 18.06
C 16.78 14.57 18.77
H 13.05 16.96 18.25
H 14.01 16.59 16.72
H 14.28 18.03 17.74
H 15.48 14.86 17.13
H 16.64 13.48 18.65
H 16.72 14.92 19.78
H 17.69 14.83 18.29
C 18.66 22.47 18.07
C 19.72 21.42 17.88
O 20.34 21.36 16.77
N 19.96 20.58 18.89
C 21.07 19.64 18.92
H 17.71 22.11 17.73
H 18.93 23.35 17.51
H 18.55 22.69 19.13
H 19.35 20.59 19.75
H 21.99 20.16 18.60
H 20.92 18.70 18.33
H 21.15 19.37 20.00
C 14.41 21.99 17.38
C 13.31 21.39 16.49
O 12.16 21.78 16.45
N 13.76 20.34 15.75
C 12.89 19.48 14.93
H 15.27 21.28 17.37
H 14.01 22.07 18.39
H 14.80 22.90 16.98
H 14.75 20.16 15.81
H 13.08 18.46 15.31
H 13.20 19.35 13.87
H 11.87 19.82 14.95
C 16.12 19.70 20.22
C 17.41 19.23 20.91
O 18.35 20.02 21.08
N 17.43 17.94 21.32
C 18.64 17.34 21.89
H 15.25 19.14 20.52
H 16.30 19.67 19.16
H 15.96 20.72 20.57
H 16.68 17.35 21.01
H 19.05 16.65 21.11
H 18.34 16.75 22.73
H 19.36 18.13 22.06
C 21.23 14.31 19.75
C 22.00 15.23 18.87
O 21.54 15.61 17.82
N 23.19 15.70 19.36
C 23.95 16.77 18.80
H 20.84 13.42 19.24
H 20.45 14.99 20.06
H 21.83 13.96 20.59
H 23.55 15.15 20.14
H 23.56 17.77 19.02
H 24.00 16.65 17.76
H 24.99 16.63 19.16
C 14.00 17.86 10.96
C 14.44 16.82 9.95
O 15.53 16.73 9.39
N 13.49 15.83 9.64
C 14.00 14.64 8.94
H 14.67 17.76 11.84
H 12.98 17.69 11.37
H 13.99 18.84 10.50
H 12.72 15.66 10.30
H 13.31 13.80 9.02
H 15.02 14.34 9.31
H 14.09 14.75 7.83
C 13.52 23.46 13.88
C 13.57 24.18 12.57
O 12.69 24.05 11.70
N 14.60 25.05 12.43
C 14.38 26.11 11.38
H 14.49 23.47 14.38
H 13.24 22.42 13.82
H 12.91 23.99 14.62
H 15.43 24.91 12.99
H 15.11 26.89 11.59
H 13.40 26.60 11.42
H 14.55 25.73 10.34
C 21.42 11.94 16.46
C 20.44 12.60 15.45
O 19.74 11.91 14.70
N 20.34 13.92 15.61
C 19.49 14.77 14.78
H 21.98 12.68 17.03
H 22.13 11.30 15.96
H 20.86 11.29 17.16
H 20.97 14.42 16.25
H 18.40 14.68 15.01
H 19.51 14.19 13.85
H 19.86 15.80 14.58
C 16.93 22.25 14.76
C 17.74 23.54 14.37
O 17.33 24.45 13.62
N 19.01 23.46 14.72
C 20.01 24.32 14.20
H 16.28 21.98 13.92
H 16.30 22.54 15.62
H 17.59 21.40 15.03
H 19.35 22.61 15.11
H 19.62 25.33 14.28
H 20.19 24.20 13.10
H 20.95 24.27 14.73
C 18.09 17.57 17.22
C 17.09 18.15 16.33
O 16.62 19.29 16.58
N 16.78 17.53 15.17
C 15.89 18.13 14.18
H 17.72 17.48 18.25
H 18.98 18.20 17.25
H 18.31 16.56 16.87
H 16.89 16.55 15.10
H 14.84 18.08 14.44
H 16.04 17.58 13.25
H 16.13 19.19 14.16
C 17.58 19.40 10.61
C 16.83 20.73 10.93
O 16.30 20.88 12.06
N 16.80 21.65 9.92
C 16.22 22.94 10.16
H 17.99 18.96 11.51
H 18.36 19.54 9.86
H 16.85 18.68 10.21
H 17.58 21.58 9.29
H 16.25 23.53 9.26
H 16.77 23.46 10.92
H 15.23 22.75 10.62

(2)
21
Properties=species:S:1:pos:R:3 method="wB97M-V/def2-TZVPD" lumo_energy_ha=-0.124 e_homo_ha=-0.2595 max_force_ev_per_a=2.3
O -3.36 -0.48 -0.05
C -2.21 -0.09 0.00
C -1.64 1.07 0.61
C -0.21 1.29 0.50
C 0.29 2.03 -0.74
C 1.46 1.73 -1.30
C 1.23 -1.93 -0.39
N 1.93 -0.85 0.29
H -1.44 -0.62 -0.60
H -2.29 1.77 1.14
H -1.98 -2.68 1.78
H 0.23 0.27 0.52
H 0.30 1.81 1.32
H -2.02 -1.96 1.61
H -0.22 2.95 -1.00
H 2.00 0.86 -0.98
H 1.91 2.44 -1.99
H 0.90 -1.66 -1.40
H 1.84 -2.83 -0.53
H 2.76 -1.23 0.75
H 0.52 -1.89 0.46

(3)
7
Properties=species:S:1:pos:R:3 method="wB97M-V/def2-TZVPD" lumo_energy_ha=-0.060 e_homo_ha=-0.4338 max_force_ev_per_a=3.2
N -2.03 -0.47 0.03
N 2.09 0.23 0.33
O -2.18 -1.03 1.03
O -2.51 -0.41 -1.01
O 2.01 -0.49 -0.53
F 3.16 1.39 -0.01
Cl -0.54 0.78 0.17

(4)
129
Properties=species:S:1:pos:R:3 method="wB97M-V/def2-TZVPD" lumo_energy_ha="0.010 / 0.002" multiplicity=3 e_homo_ha="-0.3107 / -0.3295" max_force_ev_per_a=2.6
C 3.04 3.01 3.23
C 3.77 3.76 2.45
C 4.15 5.21 2.80
C 2.96 5.74 3.65
O 1.73 5.70 2.96
C 0.66 5.60 3.89
C -0.62 6.28 3.38
C -0.67 6.45 1.84
C -0.34 7.91 1.43
C 0.77 8.05 0.40
N 0.32 7.81 -0.98
C 4.16 6.14 1.54
C 3.82 5.46 0.21
O 2.42 5.19 0.11
C 4.15 6.44 -0.97
F 5.38 6.11 -1.42
F 3.35 6.26 -1.99
F 4.21 7.70 -0.63
O 5.26 5.41 3.65
C 6.45 4.66 3.46
C 6.97 4.55 2.01
C 7.68 5.86 1.66
O 8.67 6.20 2.19
C 6.50 3.31 4.26
C 6.54 2.04 3.41
C 5.89 0.82 4.12
C 5.78 -0.37 3.15
C 4.79 -0.13 2.02
O 4.49 -1.31 1.29
C 4.49 -1.06 -0.10
C 3.77 -2.22 -0.81
H 2.39 2.26 2.79
H 3.08 3.07 4.31
H 4.13 3.26 1.55
H 3.20 6.79 3.86
H 2.95 5.23 4.62
H 0.92 6.07 4.85
H 0.47 4.54 4.11
H -1.51 5.75 3.71
H -0.68 7.25 3.87
H -1.71 6.27 1.54
H -0.06 5.71 1.33
H -1.26 8.37 1.05
H -0.05 8.52 2.29
H 1.61 7.40 0.67
H 1.15 9.08 0.47
H 1.05 8.13 -1.61
H 0.27 6.81 -1.13
H 5.13 6.63 1.41
H 3.44 6.95 1.66
H 4.40 4.57 -0.01
H 2.36 4.23 -0.02
H 7.22 5.25 3.96
H 6.21 4.30 1.27
H 7.75 3.79 1.92
H 7.22 6.46 0.84
H 7.28 3.35 5.01
H 5.56 3.30 4.82
H 7.59 1.76 3.29
H 6.07 2.11 2.44
H 4.88 1.15 4.40
H 6.47 0.53 4.99
H 5.52 -1.30 3.67
H 6.78 -0.48 2.71
H 5.26 0.58 1.33
H 3.90 0.39 2.40
H 3.94 -0.14 -0.35
H 5.51 -0.97 -0.50
H 3.32 -1.90 -1.75
H 4.48 -3.02 -1.00
H 3.01 -2.59 -0.13
C -0.80 -7.38 -1.11
C -0.69 -5.99 -0.43
C -2.07 -5.42 -0.08
C -2.82 -4.80 -1.26
C -1.93 -3.78 -1.97
C -0.60 -4.39 -2.41
N 0.12 -5.07 -1.29
O 0.65 -4.16 -0.54
C -0.87 -5.36 -3.58
C 0.27 -3.29 -3.03
C 0.01 -6.29 0.91
H -0.68 -7.36 -2.18
H -0.01 -8.05 -0.75
H -1.76 -7.85 -0.89
H -1.97 -4.65 0.69
H -2.69 -6.20 0.36
H -3.16 -5.58 -1.95
H -3.72 -4.30 -0.90
H -2.46 -3.37 -2.83
H -1.75 -2.94 -1.29
H 0.04 -5.88 -3.87
H -1.23 -4.80 -4.45
H -1.64 -6.09 -3.36
H 0.44 -2.46 -2.35
H -0.22 -2.88 -3.92
H 1.24 -3.69 -3.34
H 1.03 -6.62 0.75
H -0.53 -7.08 1.43
H 0.03 -5.42 1.57
C -9.37 -6.27 -2.53
C -8.41 -5.17 -2.00
C -9.08 -3.79 -2.01
C -9.11 -3.11 -3.38
C -7.71 -3.09 -3.99
C -7.10 -4.49 -4.08
N -7.13 -5.20 -2.77
O -6.19 -4.71 -2.02
C -7.86 -5.28 -5.17
C -5.67 -4.38 -4.62
C -8.21 -5.55 -0.53
H -9.18 -6.56 -3.56
H -9.27 -7.19 -1.96
H -10.41 -5.95 -2.47
H -8.54 -3.12 -1.32
H -10.09 -3.87 -1.62
H -9.82 -3.61 -4.04
H -9.47 -2.08 -3.26
H -7.75 -2.64 -4.98
H -7.07 -2.44 -3.38
H -7.51 -6.31 -5.21
H -7.68 -4.83 -6.15
H -8.94 -5.27 -5.04
H -5.05 -3.73 -4.01
H -5.68 -3.96 -5.62
H -5.20 -5.36 -4.67
H -7.66 -6.49 -0.42
H -9.18 -5.67 -0.05
H -7.67 -4.78 0.03

(5)
8
Properties=species:S:1:pos:R:3 method="wB97M-V/def2-TZVPD" lumo_energy_ha=0.018 e_homo_ha=-0.3844 max_force_ev_per_a=1.1
C 0.67 0.09 -0.01
C -1.31 0.48 -0.03
H 2.21 -0.85 0.10
H -2.25 0.97 -0.02
N -0.10 1.13 0.02
N -1.30 -0.82 0.00
O 2.00 0.09 -0.03
O 0.08 -1.09 -0.01

(6)
105
Properties=species:S:1:pos:R:3 method="wB97M-V/def2-TZVPD" lumo_energy_ha=-0.270 charge=+2 e_homo_ha=-0.4710 max_force_ev_per_a=2.7
Mo -2.49 -0.61 0.00
O -2.09 -2.66 -0.68
N -2.70 -3.70 -0.15
C -2.83 -4.81 -0.90
C -3.48 -5.92 -0.40
C -4.00 -5.88 0.89
C -3.83 -4.73 1.65
C -3.17 -3.63 1.11
S -2.87 -2.17 1.98
H -2.41 -4.75 -1.89
H -3.58 -6.79 -1.01
H -4.52 -6.72 1.30
H -4.21 -4.66 2.66
I -5.41 -0.25 0.74
C -5.86 0.14 -1.32
C -7.05 0.71 -1.65
C -7.38 0.85 -3.00
C -6.53 0.38 -3.96
C -5.29 -0.21 -3.62
C -4.42 -0.72 -4.60
C -3.21 -1.26 -4.25
C -2.81 -1.26 -2.91
C -3.60 -0.78 -1.88
C -4.89 -0.29 -2.24
H -7.74 1.04 -0.88
H -8.32 1.32 -3.27
H -6.80 0.44 -5.00
H -4.73 -0.71 -5.63
H -2.55 -1.67 -5.00
H -1.82 -1.65 -2.68
C 5.79 -0.91 3.02
C 4.50 -1.36 2.32
C 4.33 -0.56 1.03
C 4.67 -2.84 1.97
C 3.28 -1.17 3.28
O 3.55 -1.86 4.50
C 2.98 0.30 3.71
C 2.07 1.28 2.94
C 2.61 2.12 1.81
C 1.83 2.31 0.68
C 2.24 3.15 -0.34
C 3.47 3.78 -0.26
Cl 4.01 4.76 -1.57
C 4.25 3.62 0.88
C 3.81 2.82 1.91
C 2.01 -1.98 2.87
N 1.24 -1.65 1.71
C 0.08 -1.00 1.67
N -0.41 -1.01 0.43
C 0.52 -1.74 -0.25
N 1.51 -2.13 0.50
H 6.60 -0.87 2.29
H 6.09 -1.62 3.79
H 5.71 0.08 3.47
H 5.12 -0.83 0.34
H 4.39 0.51 1.21
H 3.38 -0.78 0.55
H 5.67 -3.00 1.55
H 3.95 -3.17 1.23
H 4.59 -3.46 2.86
H 4.35 -1.51 4.90
H 3.94 0.79 3.87
H 2.52 0.19 4.69
H 1.74 2.01 3.70
H 1.17 0.78 2.59
H 0.86 1.83 0.60
H 1.61 3.32 -1.20
H 5.20 4.14 0.96
H 4.41 2.74 2.81
H 1.34 -1.94 3.74
H 2.35 -3.01 2.76
H -0.41 -0.55 2.52
H 0.44 -2.00 -1.29
N -1.78 0.92 3.01
C -1.95 1.82 1.99
C -1.47 3.13 2.11
C -1.76 4.06 1.14
C -2.65 3.69 0.13
C -3.04 2.38 0.06
N -2.59 1.41 0.88
H -1.54 1.32 3.90
H -2.47 0.17 3.06
H -0.89 3.40 2.98
H -1.37 5.07 1.19
H -3.03 4.41 -0.57
H -3.77 2.06 -0.67
O 4.98 1.23 -1.54
C 4.33 0.86 -2.73
N 2.91 0.89 -2.45
C 2.08 1.50 -3.33
O 2.44 1.89 -4.42
C 0.62 1.60 -2.96
C -0.17 2.39 -3.79
C -1.53 2.42 -3.58
C -2.06 1.63 -2.58
N -1.32 0.90 -1.74
C 0.00 0.90 -1.93
H 5.92 1.34 -1.72
H 4.62 -0.15 -3.05
H 4.51 1.57 -3.55
H 2.68 0.75 -1.48
H 0.31 2.94 -4.60
H -2.18 3.00 -4.21
H -3.14 1.57 -2.49
H 0.59 0.30 -1.26

Repeat the second record exactly.
21
Properties=species:S:1:pos:R:3 method="wB97M-V/def2-TZVPD" lumo_energy_ha=-0.124 e_homo_ha=-0.2595 max_force_ev_per_a=2.3
O -3.36 -0.48 -0.05
C -2.21 -0.09 0.00
C -1.64 1.07 0.61
C -0.21 1.29 0.50
C 0.29 2.03 -0.74
C 1.46 1.73 -1.30
C 1.23 -1.93 -0.39
N 1.93 -0.85 0.29
H -1.44 -0.62 -0.60
H -2.29 1.77 1.14
H -1.98 -2.68 1.78
H 0.23 0.27 0.52
H 0.30 1.81 1.32
H -2.02 -1.96 1.61
H -0.22 2.95 -1.00
H 2.00 0.86 -0.98
H 1.91 2.44 -1.99
H 0.90 -1.66 -1.40
H 1.84 -2.83 -0.53
H 2.76 -1.23 0.75
H 0.52 -1.89 0.46

Copy entry 5 word for word.
8
Properties=species:S:1:pos:R:3 method="wB97M-V/def2-TZVPD" lumo_energy_ha=0.018 e_homo_ha=-0.3844 max_force_ev_per_a=1.1
C 0.67 0.09 -0.01
C -1.31 0.48 -0.03
H 2.21 -0.85 0.10
H -2.25 0.97 -0.02
N -0.10 1.13 0.02
N -1.30 -0.82 0.00
O 2.00 0.09 -0.03
O 0.08 -1.09 -0.01